1.
The following is a DFT calculation (ωB97M-V with the def2-TZVPD basis set) of a structure of composition C48H47AlNO4P3S3.

Structure (XYZ):
```
107
C48H47AlNO4P3S3, DFT ωB97M-V with the def2-TZVPD basis set
Al 1.164 -0.629 0.196
S -1.799 0.962 2.167
P -1.990 0.050 0.420
C -0.706 -1.025 0.010
P -0.644 -2.679 -0.301
S 1.364 -3.010 -0.441
C -1.468 -3.296 -1.801
C -0.852 -3.081 -3.033
C -1.496 -3.427 -4.209
C -2.766 -3.991 -4.164
C -3.386 -4.206 -2.943
C -2.741 -3.857 -1.764
C -1.274 -3.735 1.047
C -1.476 -3.134 2.287
C -1.834 -3.899 3.390
C -1.994 -5.270 3.257
C -1.790 -5.876 2.024
C -1.427 -5.114 0.925
C -2.151 1.294 -0.904
C -1.607 1.054 -2.161
C -1.741 1.993 -3.175
C -2.424 3.177 -2.937
C -2.979 3.416 -1.686
C -2.844 2.477 -0.675
C -3.582 -0.836 0.305
C -4.221 -1.277 1.461
C -5.403 -1.995 1.376
C -5.967 -2.266 0.135
C -5.347 -1.811 -1.019
C -4.158 -1.099 -0.934
H 0.144 -2.651 -3.060
H -1.009 -3.260 -5.161
H -3.270 -4.263 -5.082
H -4.376 -4.642 -2.904
H -3.238 -4.014 -0.815
H -1.354 -2.059 2.377
H -1.985 -3.418 4.348
H -2.275 -5.871 4.112
H -1.911 -6.947 1.922
H -1.251 -5.596 -0.029
H -1.085 0.121 -2.332
H -1.313 1.800 -4.151
H -2.524 3.914 -3.724
H -3.512 4.339 -1.497
H -3.259 2.666 0.309
H -3.788 -1.034 2.423
H -5.890 -2.338 2.281
H -6.895 -2.820 0.070
H -5.786 -2.004 -1.989
H -3.686 -0.743 -1.842
N 1.663 -1.087 2.096
C 1.352 -1.314 3.179
C 0.978 -1.624 4.522
C -0.065 -0.910 5.110
C -0.452 -1.240 6.398
C 0.193 -2.265 7.078
C 1.227 -2.973 6.480
C 1.629 -2.657 5.194
H -0.564 -0.130 4.547
H -1.257 -0.695 6.871
H -0.116 -2.518 8.084
H 1.720 -3.773 7.015
H 2.425 -3.203 4.707
C 5.754 2.512 -1.696
C 5.067 1.403 -0.936
O 5.039 0.235 -1.783
P 4.161 -1.019 -1.252
O 4.329 -1.919 -2.576
C 4.362 -3.350 -2.426
C 3.402 -3.972 -3.409
O 2.623 -0.432 -1.455
C 2.002 -0.159 -2.735
C 2.428 1.175 -3.302
H 5.828 3.402 -1.069
H 5.191 2.765 -2.594
H 6.759 2.213 -1.991
H 4.048 1.684 -0.664
H 5.609 1.160 -0.018
H 4.089 -3.621 -1.403
H 5.389 -3.671 -2.608
H 2.380 -3.665 -3.179
H 3.452 -5.058 -3.341
H 3.646 -3.675 -4.429
H 0.931 -0.164 -2.529
H 2.233 -0.990 -3.403
H 2.241 1.964 -2.573
H 1.842 1.387 -4.197
H 3.484 1.168 -3.569
C 1.340 10.432 1.862
C 1.507 8.965 1.556
O 2.338 8.265 2.061
S 0.313 8.384 0.356
C 0.634 6.643 0.359
C -0.318 5.773 0.877
C -0.097 4.408 0.853
C 1.091 3.900 0.321
C 2.045 4.782 -0.192
C 1.815 6.145 -0.180
C 1.296 2.485 0.299
C 1.454 1.283 0.337
H 2.325 10.884 1.957
H 0.825 10.522 2.820
H 0.757 10.948 1.101
H -1.232 6.170 1.299
H -0.830 3.715 1.246
H 2.964 4.390 -0.605
H 2.552 6.828 -0.580
```

HOMO-LUMO gap in eV: 7.0
Relative energy (zero: lowest compared OMol25 entry of this formula, charge and spin) in eV: 0.000
Lowest unoccupied orbital energy in eV: -0.237
HOMO in eV: -7.261



2.
The following is a DFT calculation (ωB97M-V with the def2-TZVPD basis set) of a structure of composition C48H47AsN2O11S3Ti.

Structure (XYZ):
```
113
C48H47AsN2O11S3Ti, DFT ωB97M-V with the def2-TZVPD basis set
Ti 0.327 0.253 0.204
C 0.508 2.073 4.622
N -0.361 0.925 4.345
C -1.138 0.428 5.486
C -0.491 0.431 3.139
O 0.214 0.826 2.169
C -1.563 -0.606 2.842
O -1.767 -0.627 1.443
C -2.933 -0.021 0.922
C -2.501 0.822 -0.266
O -1.298 1.242 -0.270
N -3.312 1.125 -1.236
C -2.797 1.805 -2.439
C -4.746 0.811 -1.223
H -0.100 2.864 5.060
H 0.972 2.428 3.707
H 1.271 1.776 5.338
H -2.021 1.045 5.650
H -0.508 0.484 6.371
H -1.429 -0.609 5.353
H -2.492 -0.395 3.373
H -1.205 -1.595 3.141
H -3.411 0.635 1.660
H -3.638 -0.798 0.625
H -1.790 1.459 -2.664
H -2.813 2.885 -2.292
H -3.452 1.542 -3.266
H -5.095 0.572 -0.225
H -4.948 -0.021 -1.896
H -5.290 1.687 -1.571
O 2.607 0.183 -3.584
As 1.157 -0.341 -2.826
O -0.211 -0.023 -3.630
O 1.141 0.599 -1.319
C 1.726 -2.135 -2.406
C 2.683 -2.664 -3.258
C 3.145 -3.962 -3.069
C 2.664 -4.749 -2.037
C 1.708 -4.243 -1.171
C 1.248 -2.948 -1.363
S 0.105 -2.360 -0.198
O -0.640 -3.416 0.373
O -0.650 -1.250 -0.873
O 0.874 -1.522 0.830
H 2.482 0.974 -4.131
H 3.075 -2.065 -4.066
H 3.889 -4.356 -3.747
H 3.020 -5.761 -1.906
H 1.306 -4.844 -0.367
C -2.325 7.844 1.527
C -1.470 6.626 1.308
C -2.017 5.348 1.328
C -1.219 4.228 1.122
C 0.137 4.400 0.897
C 0.713 5.665 0.879
C -0.096 6.765 1.084
S 1.186 2.986 0.745
O 2.134 3.015 1.888
C 1.993 3.322 -0.803
C 1.130 3.727 -1.853
C 1.603 3.806 -3.121
C 2.941 3.435 -3.412
C 3.421 3.438 -4.746
C 4.690 3.020 -5.027
C 5.541 2.594 -3.984
C 5.108 2.597 -2.690
C 3.792 3.014 -2.365
C 3.300 2.982 -1.015
C 4.312 2.702 0.060
C 5.276 3.729 0.301
C 5.173 5.013 -0.299
C 6.100 5.979 -0.039
C 7.187 5.720 0.826
C 7.312 4.499 1.417
C 6.361 3.478 1.174
C 6.482 2.207 1.784
C 5.534 1.254 1.594
C 4.434 1.518 0.744
S 3.155 0.270 0.626
O 3.480 -0.695 -0.455
C 3.359 -0.561 2.181
C 3.298 0.142 3.377
C 3.414 -0.562 4.564
C 3.576 -1.951 4.573
C 3.742 -2.698 5.868
C 3.626 -2.620 3.354
C 3.523 -1.932 2.153
H -3.355 7.576 1.749
H -2.322 8.480 0.641
H -1.941 8.443 2.353
H -3.078 5.228 1.509
H -1.642 3.232 1.142
H 1.777 5.779 0.717
H 0.342 7.755 1.073
H 0.103 3.989 -1.632
H 0.960 4.132 -3.929
H 2.762 3.773 -5.537
H 5.048 3.020 -6.048
H 6.543 2.262 -4.215
H 5.770 2.260 -1.904
H 4.350 5.229 -0.969
H 6.005 6.952 -0.501
H 7.919 6.493 1.015
H 8.140 4.292 2.083
H 7.336 2.005 2.418
H 5.622 0.296 2.084
H 3.216 1.222 3.367
H 3.413 -0.026 5.507
H 4.797 -2.740 6.146
H 3.385 -3.723 5.786
H 3.210 -2.208 6.683
H 3.759 -3.694 3.343
H 3.574 -2.443 1.202
```

HOMO-LUMO gap in eV: 6.2
Relative energy (zero: lowest compared OMol25 entry of this formula, charge and spin) in eV: 2.281
Total charge: +2
Lowest unoccupied orbital energy in eV: -6.080
HOMO in eV: -12.297